ORCA calculation (ωB97M-V with the def2-TZVPD basis set) on C44H28HfN4 as an isolated structure.

- total energy (eV) = -53337.2194
- molar mass (g/mol) = 791.2
- charge = +2
- 2S+1 = 1
- ΔE to the lowest compared entry with this formula, charge and spin (kcal/mol) = 0.00

Each line ends with the Löwdin charge.
Cartesian coordinates (Å):
Hf -0.068 0.005 -0.106  2.046
C 6.669 0.850 -3.862  -0.056
C 5.506 0.605 -4.579  -0.053
C 4.297 0.453 -3.914  -0.028
C 4.252 0.552 -2.527  -0.245
C 5.418 0.800 -1.809  -0.029
C 6.625 0.947 -2.477  -0.053
C 2.953 0.389 -1.805  -0.057
C 2.294 1.559 -1.395  -0.198
C 2.737 2.890 -1.615  0.065
C 1.829 3.745 -1.048  0.066
C 0.794 2.970 -0.462  -0.200
N 1.085 1.618 -0.687  -0.099
C -0.314 3.467 0.240  -0.058
C -1.321 2.694 0.841  -0.199
C -2.410 3.185 1.606  0.066
C -3.142 2.114 2.046  0.065
C -2.533 0.929 1.559  -0.200
C -2.975 -0.384 1.780  -0.054
C -4.226 -0.558 2.582  -0.241
C -4.143 -0.962 3.911  -0.029
C -5.301 -1.119 4.660  -0.053
C -6.541 -0.878 4.082  -0.055
C -6.624 -0.479 2.755  -0.053
C -5.468 -0.315 2.004  -0.030
C -2.349 -1.553 1.315  -0.200
N -1.150 -1.609 0.590  -0.100
C -0.878 -2.960 0.330  -0.199
C 0.246 -3.460 -0.351  -0.054
C 0.371 -4.944 -0.470  -0.240
C 0.117 -5.570 -1.686  -0.030
C 0.235 -6.949 -1.793  -0.052
C 0.612 -7.702 -0.689  -0.055
C 0.870 -7.077 0.524  -0.052
C 0.747 -5.700 0.637  -0.030
C 1.268 -2.688 -0.921  -0.202
C 2.442 -3.182 -1.548  0.066
C 3.194 -2.111 -1.952  0.066
C 2.508 -0.924 -1.587  -0.199
N 1.316 -1.289 -0.953  -0.095
C -1.928 -3.732 0.889  0.063
C -2.819 -2.879 1.488  0.064
N -1.409 1.297 0.811  -0.095
C -0.422 4.952 0.378  -0.247
C -1.082 5.697 -0.594  -0.027
C -1.181 7.076 -0.461  -0.054
C -0.624 7.710 0.641  -0.057
C 0.036 6.967 1.612  -0.054
C 0.137 5.589 1.483  -0.029
H 7.609 0.969 -4.383  0.116
H 5.538 0.530 -5.659  0.115
H 3.388 0.262 -4.475  0.125
H 5.382 0.872 -0.727  0.126
H 7.531 1.135 -1.916  0.115
H 3.643 3.146 -2.142  0.138
H 1.861 4.823 -1.029  0.138
H -2.595 4.231 1.797  0.139
H -4.027 2.133 2.663  0.138
H -3.174 -1.149 4.361  0.126
H -5.234 -1.429 5.695  0.115
H -7.443 -1.002 4.667  0.116
H -7.590 -0.294 2.302  0.115
H -5.532 -0.005 0.967  0.126
H -0.178 -4.981 -2.548  0.126
H 0.033 -7.433 -2.739  0.115
H 0.704 -8.776 -0.774  0.116
H 1.168 -7.662 1.384  0.115
H 0.950 -5.211 1.584  0.126
H 2.674 -4.230 -1.658  0.138
H 4.151 -2.128 -2.452  0.138
H -1.989 -4.808 0.827  0.137
H -3.732 -3.135 2.003  0.138
H -1.517 5.201 -1.455  0.125
H -1.694 7.653 -1.219  0.115
H -0.703 8.784 0.744  0.116
H 0.472 7.460 2.471  0.115
H 0.653 5.007 2.239  0.125